Entry 1:
Computed, not measured: C31H36AsClPtSSbSe as an isolated structure, with ωB97M-V with the def2-TZVPD basis set.

```
! wB97M-V def2-TZVPD RIJCOSX def2/J DEFGRID3
* xyz 1 5
Pt 0.917 -0.126 -0.677
S -0.114 -1.043 1.469
Sb -2.197 -0.022 1.523
C -2.451 0.774 3.471
C -2.538 2.151 3.628
C -2.618 2.687 4.905
C -2.609 1.848 6.011
C -2.513 0.473 5.847
C -2.432 -0.071 4.574
C -2.214 1.656 0.222
C -3.270 1.902 -0.641
C -3.175 2.958 -1.540
C -2.034 3.749 -1.574
C -0.997 3.522 -0.677
C -1.084 2.471 0.226
C -3.733 -1.408 1.029
C -4.828 -1.575 1.865
C -5.762 -2.555 1.561
C -5.594 -3.354 0.439
C -4.501 -3.170 -0.397
C -3.561 -2.193 -0.104
H -2.544 2.806 2.764
H -2.679 3.759 5.036
H -2.674 2.269 7.005
H -2.490 -0.177 6.711
H -2.346 -1.144 4.446
H -4.162 1.288 -0.618
H -3.994 3.161 -2.216
H -1.954 4.546 -2.301
H -0.122 4.159 -0.666
H -0.285 2.310 0.942
H -4.955 -0.953 2.743
H -6.615 -2.700 2.210
H -6.318 -4.127 0.217
H -4.370 -3.792 -1.272
H -2.702 -2.047 -0.749
Cl 2.825 6.882 -0.011
C 2.765 5.161 0.044
C 2.096 4.526 1.086
C 2.051 3.150 1.127
C 2.691 2.364 0.147
C 2.728 0.934 0.246
C 3.352 3.040 -0.899
C 3.394 4.415 -0.950
H 1.634 5.114 1.868
H 1.542 2.650 1.944
H 2.532 0.514 1.233
H 3.545 0.463 -0.285
H 3.843 2.453 -1.667
H 3.933 4.922 -1.738
Se -0.341 0.006 -2.625
C 5.339 -1.875 -1.227
C 4.158 -2.840 -1.226
As 2.458 -2.007 -1.784
C 2.789 -1.572 -3.676
C 3.055 -2.759 -4.599
C 1.178 -3.499 -1.731
C 1.573 -4.849 -2.328
H 6.239 -2.398 -0.904
H 5.175 -1.041 -0.544
H 5.523 -1.475 -2.225
H 3.999 -3.262 -0.233
H 4.341 -3.661 -1.922
H 3.630 -0.876 -3.677
H 1.917 -1.017 -4.020
H 3.753 -3.476 -4.166
H 3.473 -2.406 -5.542
H 2.125 -3.276 -4.827
H 0.273 -3.121 -2.213
H 0.950 -3.618 -0.670
H 1.599 -4.817 -3.414
H 0.831 -5.594 -2.038
H 2.544 -5.188 -1.968
*
```

strongest force on any atom = 0.88 eV/A
highest occupied orbital energy (alpha / beta) = -0.3459 / -0.3848 hartree
<S²> = 6.039
Kohn-Sham gap (alpha / beta) = 7.2 / 5.7 eV
E = -7057.6937 a.u.

Atomic partial charges in e from the Löwdin method, atoms 1 to 6: 0.25, 0.01, 1.32, -0.36, -0.12, -0.07


Entry 2:
Computed, not measured: C5H9NO2 in the gas phase at a distorted geometry, with ωB97M-V with the def2-TZVPD basis set.

```
! wB97M-V def2-TZVPD RIJCOSX def2/J DEFGRID3
* xyz 0 1
C 0.882 0.459 -0.006
C -0.110 1.267 -0.699
C -1.759 -0.590 0.084
C 0.408 -0.934 -0.429
C 1.900 -0.563 -0.175
H 0.881 0.041 2.129
H -0.638 0.892 1.672
H 0.031 2.476 -0.753
H -0.194 1.052 -1.805
H -2.326 -0.788 1.062
H -2.405 -1.273 -0.723
H 0.077 -1.045 -1.492
H 2.393 -0.723 0.722
H 2.482 -0.283 -1.228
N 0.425 0.684 1.476
O -1.438 0.895 -0.093
O -0.609 -1.566 0.256
*
```

strongest force on any atom = 6.65 eV/A
highest occupied orbital energy = -0.3053 hartree
Kohn-Sham gap = 9.2 eV
E = -400.9176 a.u.

Atomic partial charges in e from the Löwdin method, atoms 1 to 6: -0.41, -0.16, -0.10, -0.31, 0.02, 0.07


Entry 3:
Computed, not measured: a 2-piece molecular cluster, C4H10O2 overall, with ωB97M-V with the def2-TZVPD basis set.

```
! wB97M-V def2-TZVPD RIJCOSX def2/J DEFGRID3
* xyz 0 1
C -1.804 -0.545 -0.004
C -0.669 0.446 -0.270
C 0.185 -0.039 -1.420
O 1.395 0.035 -1.468
C 0.173 0.717 0.982
O 1.158 1.697 0.781
H -2.372 -0.765 -0.915
H -1.411 -1.491 0.384
H -2.502 -0.142 0.736
H -1.097 1.403 -0.610
H -0.368 -0.490 -2.272
H 2.819 -1.743 0.697
H 2.612 -1.269 0.162
H -0.479 1.082 1.784
H 0.610 -0.235 1.328
H 1.751 1.337 0.105
*
```

strongest force on any atom = 0.57 eV/A
highest occupied orbital energy = -0.3700 hartree
Kohn-Sham gap = 10.8 eV
E = -308.8353 a.u.

Atomic partial charges in e from the Löwdin method, atoms 1 to 6: -0.07, -0.33, -0.21, 0.01, -0.26, -0.06


Entry 4:
Computed, not measured: C32H62HfNO11 as an isolated structure at a distorted geometry, with ωB97M-V with the def2-TZVPD basis set.

```
! wB97M-V def2-TZVPD RIJCOSX def2/J DEFGRID3
* xyz 3 1
Hf 1.373 0.020 4.234
C -1.020 -1.645 0.354
C 0.065 -0.632 0.794
C -0.224 0.780 0.158
O 0.356 -0.681 2.189
H -1.998 -1.466 0.801
H -0.703 -2.635 0.683
H -1.182 -1.773 -0.717
H 0.959 -1.062 0.343
H -1.115 1.270 0.553
H -0.095 0.784 -0.924
H 0.477 1.526 0.532
C 2.984 3.928 -0.388
N 3.361 3.557 -1.822
O 3.763 4.368 -2.581
O 3.164 2.319 -2.086
H 3.971 3.777 0.049
H 2.353 3.131 0.004
H 2.582 4.940 -0.340
C -5.265 -2.552 -0.659
O -5.284 -1.124 -0.997
C -3.981 -0.630 -1.224
C -4.134 0.811 -1.733
O -5.072 1.594 -0.914
C -5.203 2.946 -1.294
H -4.784 -2.593 0.319
H -4.718 -3.130 -1.404
H -6.277 -2.953 -0.609
H -3.516 -1.239 -2.000
H -3.516 -0.663 -0.239
H -4.293 0.848 -2.810
H -3.148 1.160 -1.424
H -4.259 3.462 -1.467
H -5.745 3.399 -0.464
H -5.713 3.038 -2.254
C -1.115 2.474 3.044
O -0.777 1.440 3.965
C -2.048 1.079 4.635
C -2.001 -0.212 5.364
O -0.937 -1.040 4.831
C -1.431 -2.358 4.683
H -1.862 2.347 2.261
H -0.313 3.096 2.647
H -1.385 3.385 3.579
H -2.899 1.184 3.962
H -2.406 1.849 5.319
H -2.982 -0.687 5.378
H -1.820 0.048 6.407
H -2.263 -2.307 3.980
H -1.740 -2.868 5.596
H -0.606 -2.930 4.259
C -0.513 -1.180 -3.880
O 0.580 -0.550 -4.547
C 1.582 -0.083 -3.767
C 2.447 -1.204 -3.151
O 3.569 -0.589 -2.486
C 4.311 -1.553 -1.738
H -0.366 -2.260 -3.859
H -1.255 -1.034 -4.665
H -0.930 -0.712 -2.988
H 1.289 0.684 -3.051
H 2.196 0.505 -4.450
H 2.721 -1.855 -3.981
H 1.882 -1.820 -2.451
H 4.946 -2.012 -2.496
H 3.787 -2.336 -1.190
H 4.988 -1.018 -1.073
C 4.437 0.635 6.347
O 3.706 0.135 5.181
C 4.767 -0.382 4.283
C 4.327 -0.610 2.811
O 3.001 -1.120 2.856
C 2.988 -2.478 2.424
H 5.477 0.340 6.484
H 3.875 0.214 7.181
H 4.366 1.722 6.350
H 5.041 -1.313 4.780
H 5.576 0.344 4.207
H 5.043 -1.280 2.335
H 4.421 0.313 2.238
H 2.052 -2.912 2.775
H 3.807 -3.045 2.868
H 3.210 -2.579 1.361
C -1.375 -4.818 -2.736
C -0.769 -4.987 -3.973
C 0.643 -5.068 -4.073
C 1.430 -4.798 -2.951
C 0.801 -4.675 -1.722
C -0.579 -4.662 -1.611
H -2.450 -4.903 -2.794
H -1.292 -5.254 -4.880
H 1.135 -5.207 -5.024
H 2.506 -4.880 -2.911
H 1.335 -4.614 -0.785
H -1.036 -4.603 -0.634
C -0.583 5.132 -3.941
C -1.652 6.014 -3.701
C -2.372 5.897 -2.465
C -1.936 4.937 -1.547
C -0.912 4.027 -1.851
C -0.219 4.156 -3.075
H -0.016 5.138 -4.860
H -1.921 6.676 -4.511
H -3.314 6.409 -2.336
H -2.362 4.849 -0.559
H -0.633 3.321 -1.083
H 0.669 3.568 -3.255
*
```

strongest force on any atom = 7.13 eV/A
highest occupied orbital energy = -0.5445 hartree
Kohn-Sham gap = 1.6 eV
E = -2185.3259 a.u.

Atomic partial charges in e from the Löwdin method, atoms 1 to 6: 2.19, -0.04, -0.45, -0.03, -0.31, 0.06